No. 1
A structure of composition C20H28NO2Sc in a non-equilibrium geometry, computed with wB97M-V/def2-TZVPD.

CARTESIAN COORDINATES (ANGSTROEM)
O  0.71  -0.45  -0.19
C  0.75  -0.55  -1.72
C  1.71  -1.73  -1.71
H  1.20  0.38  -2.08
H  -0.26  -0.64  -2.13
C  1.91  -1.28  -0.21
H  2.62  -1.76  -2.36
H  1.10  -2.65  -1.90
C  3.09  -0.32  0.05
H  3.12  0.57  -0.64
H  4.01  -0.93  -0.01
H  2.98  0.07  1.08
C  1.96  -2.44  0.76
H  1.21  -3.18  0.47
H  1.80  -2.15  1.81
H  2.98  -2.83  0.65
Sc  -1.39  -0.27  0.99
C  -2.39  -2.50  1.42
C  -3.45  -1.60  1.13
C  -3.31  -1.16  -0.22
H  -4.29  -1.34  1.78
C  -2.15  -1.81  -0.76
C  -1.60  -2.67  0.24
H  -0.86  -3.45  0.07
H  -2.27  -3.07  2.34
H  -4.01  -0.54  -0.76
H  -1.84  -1.74  -1.80
C  -1.62  -0.49  3.47
C  -0.40  -1.11  3.06
C  0.51  -0.08  2.69
H  -0.19  -2.18  3.16
C  -0.22  1.15  2.63
C  -1.53  0.91  3.14
H  -2.31  1.64  3.36
H  -4.37  -2.01  5.23
H  1.60  -0.16  2.70
H  0.16  2.11  2.27
O  0.65  2.34  -1.60
C  1.83  2.41  -2.49
C  1.71  3.58  -3.49
H  1.92  1.44  -3.01
H  2.77  2.48  -1.93
C  0.27  4.12  -3.29
H  1.88  3.20  -4.51
H  2.45  4.36  -3.29
C  -0.31  3.26  -2.13
H  -0.31  3.99  -4.22
H  0.24  5.20  -3.06
H  -1.21  2.76  -2.52
H  -0.54  3.93  -1.30
N  -3.57  -1.61  4.74
C  -2.74  -1.17  4.05

The LUMO energy (spin up / spin down) comes out at 0.019 / 0.019 Eh. For the orbital gap (spin up / spin down), the calculation gives 4.2 / 4.2 eV. As for the HOMO energy (spin up / spin down): -3.66 / -3.66 eV.

No. 2
The molecule C20H28O2P2 in a non-equilibrium geometry, computed with wB97M-V/def2-TZVPD.

CARTESIAN COORDINATES (ANGSTROEM)
C  5.18  2.81  -0.20
C  3.72  2.37  -0.22
C  3.55  0.94  0.30
P  1.75  0.54  0.42
O  0.98  1.65  1.02
C  1.60  -1.00  1.42
C  2.72  -2.03  1.34
C  2.84  -2.68  -0.03
C  1.19  0.19  -1.31
C  -0.25  0.61  -1.47
P  -1.36  -0.68  -0.73
O  -0.82  -2.04  -0.88
C  -2.94  -0.45  -1.60
C  -3.53  -1.58  -2.15
C  -4.74  -1.48  -2.81
C  -5.36  -0.25  -2.94
C  -4.77  0.88  -2.39
C  -3.57  0.79  -1.73
C  -1.74  -0.23  0.99
C  -1.89  -1.29  1.88
C  -2.22  -1.06  3.20
C  -2.41  0.24  3.64
C  -2.28  1.30  2.75
C  -1.96  1.07  1.43
H  5.27  3.82  -0.58
H  5.78  2.15  -0.83
H  5.57  2.77  0.81
H  3.33  2.44  -1.24
H  3.12  3.03  0.41
H  3.95  0.87  1.32
H  4.07  0.23  -0.33
H  1.48  -0.64  2.44
H  0.66  -1.46  1.11
H  2.51  -2.80  2.09
H  3.68  -1.57  1.61
H  3.54  -3.51  0.01
H  1.87  -3.06  -0.34
H  3.19  -1.97  -0.77
H  1.84  0.75  -1.99
H  1.30  -0.88  -1.53
H  -0.52  0.67  -2.53
H  -0.41  1.58  -1.00
H  -3.02  -2.52  -2.04
H  -5.20  -2.36  -3.24
H  -6.30  -0.17  -3.45
H  -5.26  1.84  -2.49
H  -3.11  1.67  -1.30
H  -1.73  -2.30  1.51
H  -2.32  -1.89  3.88
H  -2.66  0.43  4.67
H  -2.43  2.31  3.10
H  -1.85  1.90  0.75

The LUMO energy comes out at 0.030 Eh. For the orbital gap, the calculation gives 10.0 eV. The SMILES is CCCP(=O)(CCC)CCP(=O)(c1ccccc1)c1ccccc1. As for the HOMO energy: -9.16 eV.

No. 3
A structure of composition C20H29As3O2PdS, computed with wB97M-V/def2-TZVPD.

CARTESIAN COORDINATES (ANGSTROEM)
Pd  -0.32  -0.88  0.21
C  -0.75  -2.97  -2.82
As  0.39  -1.69  -1.85
C  1.01  -0.69  -3.46
C  2.02  -2.82  -1.72
C  2.38  -3.65  -2.78
C  3.49  -4.47  -2.72
C  4.27  -4.46  -1.57
C  3.94  -3.63  -0.52
C  2.82  -2.79  -0.56
As  2.26  -1.72  1.02
C  3.94  -1.97  2.09
C  2.90  0.03  0.38
H  -0.75  -3.91  -2.27
H  -0.42  -3.14  -3.85
H  -1.76  -2.57  -2.82
H  1.43  -1.35  -4.22
H  1.76  0.04  -3.14
H  0.15  -0.15  -3.87
H  1.77  -3.66  -3.68
H  3.74  -5.12  -3.56
H  5.15  -5.10  -1.50
H  4.56  -3.64  0.37
H  4.84  -1.76  1.50
H  4.00  -2.96  2.54
H  3.85  -1.23  2.89
H  3.95  -0.03  0.07
H  2.77  0.71  1.23
H  2.26  0.38  -0.43
O  0.87  0.14  3.23
C  -0.21  0.36  2.66
O  -0.40  1.06  1.61
C  -1.48  -0.16  3.32
C  -2.00  0.64  4.33
C  -3.13  0.29  5.06
C  -3.75  -0.93  4.77
C  -3.25  -1.73  3.76
C  -2.12  -1.37  3.00
S  -1.62  -2.41  1.66
H  -1.49  1.58  4.55
H  -3.51  0.94  5.84
H  -4.63  -1.24  5.32
H  -3.74  -2.66  3.52
C  -3.39  3.17  -1.25
As  -2.16  1.60  -1.12
C  -3.34  0.60  0.08
C  -2.81  0.81  -2.81
H  -4.41  2.84  -1.45
H  -3.06  3.84  -2.05
H  -3.37  3.71  -0.31
H  -4.37  0.67  -0.29
H  -3.24  1.02  1.07
H  -3.02  -0.44  0.14
H  -3.90  0.71  -2.80
H  -2.37  -0.17  -2.95
H  -2.52  1.46  -3.64

The LUMO energy comes out at 0.176 Eh. Its charge is -2. For the orbital gap, the calculation gives 4.9 eV. As for the HOMO energy: -0.15 eV.

No. 4
A structure of composition C20H29Br39N3 in a non-equilibrium geometry, computed with wB97M-V/def2-TZVPD.

CARTESIAN COORDINATES (ANGSTROEM)
C  -0.99  0.52  -0.83
C  -0.73  1.23  -2.06
N  -1.04  2.67  -2.06
C  -1.32  3.19  -3.39
N  -0.30  3.84  -3.98
N  -2.58  3.12  -4.10
C  -3.76  3.48  -3.28
C  -4.80  2.33  -2.91
C  -4.26  0.83  -2.98
C  -5.19  2.57  -1.34
H  -0.34  0.77  0.10
H  -1.85  -0.24  -0.72
H  -0.36  0.64  -2.96
H  -1.76  2.92  -1.38
H  0.01  3.68  -4.95
H  0.13  4.59  -3.40
H  -2.69  2.30  -4.70
H  -4.34  4.29  -3.86
H  -3.39  4.01  -2.32
H  -5.78  2.47  -3.48
H  -4.08  0.54  -4.07
H  -5.12  0.16  -2.62
H  -3.38  0.61  -2.30
H  -5.91  1.79  -0.94
H  -4.20  2.40  -0.78
H  -5.48  3.65  -1.15
C  2.06  2.72  -7.45
Br  2.70  2.56  -9.27
Br  2.77  4.29  -6.57
Br  0.12  2.66  -7.37
H  2.43  1.85  -6.91
C  2.81  1.75  0.19
Br  2.34  2.89  -1.31
Br  1.25  1.23  1.22
Br  3.84  0.21  -0.38
H  3.44  2.34  0.84
C  -2.96  -1.76  2.12
Br  -2.27  -1.92  0.31
Br  -2.32  -0.16  3.00
Br  -4.89  -1.89  2.17
H  -2.57  -2.61  2.68
C  -0.21  -5.68  -1.27
Br  -1.26  -5.70  0.36
Br  -1.30  -5.97  -2.84
Br  0.85  -4.06  -1.42
H  0.49  -6.51  -1.21
C  1.89  -4.05  2.96
Br  0.34  -2.90  3.12
Br  1.38  -5.90  2.69
Br  3.11  -3.43  1.59
H  2.42  -4.01  3.91
C  0.38  2.21  5.46
Br  -0.09  3.36  3.96
Br  -1.19  1.68  6.49
Br  1.42  0.68  4.89
H  1.01  2.80  6.11
C  -5.09  2.30  8.18
Br  -4.11  0.62  8.21
Br  -5.58  2.81  6.38
Br  -6.62  2.25  9.36
H  -4.42  3.06  8.56
C  1.74  2.49  9.38
Br  2.83  1.03  10.05
Br  0.61  1.92  7.89
Br  0.70  3.32  10.79
H  2.43  3.25  9.00
C  2.87  -4.84  7.52
Br  2.18  -3.17  6.83
Br  2.61  -6.30  6.27
Br  4.73  -4.68  8.06
H  2.30  -5.08  8.41
C  0.34  7.97  -3.61
Br  -0.61  7.19  -5.11
Br  1.47  6.66  -2.72
Br  1.33  9.55  -4.12
H  -0.41  8.28  -2.88
C  -2.08  -0.87  -6.47
Br  -2.93  0.60  -7.40
Br  -0.39  -0.35  -5.69
Br  -3.26  -1.66  -5.15
H  -1.87  -1.64  -7.21
C  4.09  -6.87  -0.76
Br  4.31  -5.84  -2.39
Br  2.69  -8.20  -0.94
Br  5.76  -7.67  -0.18
H  3.78  -6.18  0.02
C  9.13  -7.00  -2.31
Br  10.68  -7.22  -1.18
Br  9.04  -5.23  -3.08
Br  9.03  -8.38  -3.67
H  8.25  -7.12  -1.68

The LUMO energy comes out at -0.157 Eh. Its charge is +1. For the orbital gap, the calculation gives 5.9 eV. As for the HOMO energy: -10.16 eV.

No. 5
A cluster of 2 separate species, C20H29ClN5O5 in total in a non-equilibrium geometry, computed with wB97M-V/def2-TZVPD.

CARTESIAN COORDINATES (ANGSTROEM)
O  -4.43  1.05  4.29
O  -1.41  -0.62  -2.72
O  -3.07  4.52  1.82
Cl  8.65  -4.25  -2.89
O  -2.36  1.87  -2.01
O  3.49  -1.80  -1.34
C  -4.62  0.86  3.09
C  -0.64  0.31  -2.90
C  -3.15  3.68  2.72
C  -0.30  -0.05  1.90
C  -1.15  0.70  1.13
C  -1.06  -1.33  0.26
C  7.03  -2.14  -2.27
C  5.82  -1.57  -1.90
C  6.01  -4.33  -2.21
C  7.13  -3.53  -2.42
C  4.68  -2.37  -1.69
C  4.78  -3.76  -1.84
N  -1.07  1.59  -2.56
N  -0.25  -1.31  1.33
N  -3.71  3.95  3.91
N  -3.81  1.37  2.16
N  -1.62  -0.11  0.12
C  -5.79  0.04  2.61
C  3.58  -4.65  -1.61
C  -4.27  5.24  4.29
C  2.98  -0.91  -2.34
C  0.82  0.05  -3.22
C  1.49  -0.73  -2.08
C  -1.58  2.13  1.40
C  -2.67  2.24  2.48
H  -3.01  2.13  -2.70
H  0.22  0.29  2.79
H  -1.19  -2.15  -0.44
H  7.91  -1.52  -2.44
H  5.76  -0.49  -1.77
H  6.11  -5.40  -2.33
H  -0.37  2.34  -2.60
H  0.32  -2.09  1.66
H  -3.83  3.17  4.54
H  -4.06  1.24  1.19
H  -2.12  0.21  -0.71
H  -5.44  -0.76  1.97
H  -6.48  0.68  2.06
H  -6.30  -0.38  3.47
H  3.78  -5.67  -1.97
H  2.71  -4.26  -2.15
H  3.35  -4.70  -0.55
H  -5.17  5.44  3.71
H  -4.51  5.25  5.35
H  -3.54  6.04  4.08
H  3.14  -1.33  -3.34
H  3.49  0.06  -2.29
H  0.88  -0.52  -4.16
H  1.34  1.00  -3.38
H  1.35  -0.21  -1.13
H  1.02  -1.72  -2.00
H  -1.94  2.57  0.48
H  -0.71  2.71  1.72
H  -2.23  1.90  3.42

The LUMO energy comes out at -0.099 Eh. Its charge is +1. For the orbital gap, the calculation gives 8.0 eV. As for the HOMO energy: -10.67 eV.

No. 6
A structure of composition C20H29CrGeNO4 in a non-equilibrium geometry, computed with wB97M-V/def2-TZVPD.

CARTESIAN COORDINATES (ANGSTROEM)
Cr  -0.36  -0.67  -2.70
O  1.90  -2.35  0.68
C  1.06  -1.96  -0.25
O  0.80  -0.72  -0.46
C  0.34  -2.95  -0.98
C  0.46  -4.35  -0.80
C  -0.44  -5.18  -1.43
C  -1.49  -4.64  -2.19
C  -1.53  -3.26  -2.36
N  -0.59  -2.43  -1.83
C  -2.47  -2.45  -3.14
O  -3.59  -2.90  -3.65
O  -2.16  -1.25  -3.27
H  2.44  -1.61  1.04
H  1.26  -4.72  -0.18
H  -0.36  -6.25  -1.32
H  -2.22  -5.29  -2.65
H  -3.79  -3.83  -3.49
C  -0.07  0.57  -4.54
C  0.27  1.41  -3.47
C  1.44  0.88  -2.85
C  1.78  -0.31  -3.51
C  0.87  -0.50  -4.58
H  -0.81  0.77  -5.30
H  -0.17  2.37  -3.28
H  2.02  1.35  -2.08
H  2.68  -0.89  -3.34
H  0.97  -1.24  -5.36
C  -3.46  2.91  1.51
C  -1.99  2.51  1.55
C  -1.37  2.41  0.16
C  0.15  2.35  0.22
Ge  1.01  0.79  1.15
C  0.63  -0.10  2.94
C  1.67  0.41  3.93
C  1.60  1.93  4.04
C  2.62  2.50  5.02
H  -3.86  2.92  2.52
H  -4.04  2.22  0.90
H  -3.57  3.91  1.10
H  -1.89  1.54  2.06
H  -1.44  3.25  2.14
H  -1.64  3.31  -0.41
H  -1.77  1.54  -0.37
H  0.53  3.21  0.78
H  0.58  2.40  -0.78
H  2.55  0.78  0.94
H  0.65  -1.19  2.87
H  -0.37  0.19  3.27
H  2.68  0.11  3.62
H  1.48  -0.03  4.91
H  0.60  2.23  4.35
H  1.78  2.36  3.04
H  2.45  2.09  6.01
H  2.54  3.58  5.08
H  3.63  2.25  4.72

The LUMO energy (spin up / spin down) comes out at -0.290 / -0.286 Eh. Its charge is +2. For the orbital gap (spin up / spin down), the calculation gives 5.2 / 7.5 eV. As for the HOMO energy (spin up / spin down): -13.11 / -15.32 eV. The spin multiplicity is 5.